# C20H39AuF6N2Si4Te

A structure of composition C20H39AuF6N2Si4Te (ωB97M-V/def2-TZVPD, OMol25).

Each line ends with the Mulliken charge.
Positions of all 73 atoms, in Å:
Au  -0.38  0.23  -0.03  0.4286
C  0.29  -2.07  2.47  -1.0965
N  0.15  -0.64  2.24  0.7075
C  -0.77  -0.04  3.20  -1.2931
C  1.43  0.08  2.25  -1.3220
C  2.34  -0.31  1.11  -0.4517
N  1.66  -0.14  -0.18  -0.3156
C  2.39  -0.31  -1.32  0.4186
C  1.86  0.01  -2.59  0.0947
F  0.59  0.45  -2.67  -0.2051
C  2.56  -0.12  -3.77  -0.1069
F  1.94  0.22  -4.91  -0.3115
C  3.85  -0.59  -3.80  -0.4730
C  4.40  -0.93  -2.59  -0.0184
F  5.65  -1.42  -2.54  -0.3135
C  3.71  -0.81  -1.40  0.6186
F  4.36  -1.24  -0.29  -0.3379
H  0.71  -2.28  3.46  0.3107
H  0.92  -2.52  1.71  0.2683
H  -0.70  -2.53  2.41  0.2914
H  -0.39  -0.10  4.22  0.3922
H  -1.73  -0.55  3.15  0.3287
H  -0.94  1.01  2.95  0.3016
H  1.96  -0.09  3.20  0.3986
H  1.20  1.15  2.18  0.2837
H  2.67  -1.34  1.25  0.4078
H  3.24  0.31  1.17  0.5160
H  4.40  -0.69  -4.73  0.4913
F  -2.95  0.80  1.13  -0.2760
C  -2.38  0.09  0.12  -0.0561
F  -2.58  -1.24  0.45  -0.2757
H  -2.92  0.29  -0.80  0.3908
C  -1.16  5.62  -2.81  -1.0854
Si  -2.87  5.18  -2.19  0.3820
C  -3.74  4.15  -3.49  -1.0911
C  -3.79  6.80  -1.91  -1.0001
Si  -2.77  3.95  -0.19  0.0898
Te  -0.56  2.76  -0.60  -0.2311
Si  -4.90  3.09  0.30  0.8261
C  -5.48  1.62  -0.70  -1.2003
C  -6.04  4.52  -0.15  -1.2028
C  -5.13  2.78  2.14  -1.0895
Si  -2.16  5.38  1.57  0.2055
C  -1.66  4.35  3.06  -0.8766
C  -0.71  6.44  1.04  -1.0778
C  -3.59  6.51  2.03  -0.9791
H  -1.25  6.25  -3.70  0.3589
H  -0.58  4.74  -3.08  0.3258
H  -0.59  6.18  -2.06  0.2748
H  -3.70  4.65  -4.47  0.3837
H  -4.79  3.99  -3.25  0.2627
H  -3.26  3.18  -3.60  0.3128
H  -3.92  7.32  -2.87  0.4093
H  -3.22  7.45  -1.25  0.2421
H  -4.78  6.66  -1.48  0.3128
H  -5.29  1.77  -1.77  0.3228
H  -6.56  1.50  -0.57  0.4009
H  -5.01  0.68  -0.40  0.3596
H  -6.08  4.68  -1.23  0.2590
H  -5.75  5.45  0.33  0.2995
H  -7.05  4.28  0.19  0.4474
H  -4.44  2.04  2.53  0.2270
H  -6.15  2.43  2.32  0.4162
H  -4.99  3.71  2.70  0.2413
H  -0.81  3.71  2.81  0.0405
H  -2.48  3.71  3.39  0.2847
H  -1.37  5.00  3.89  0.4506
H  0.12  5.82  0.66  0.3160
H  -0.33  7.01  1.89  0.3971
H  -1.00  7.14  0.26  0.2432
H  -4.43  5.95  2.43  0.2627
H  -3.94  7.08  1.16  0.2671
H  -3.27  7.23  2.79  0.4155

Computed properties:
Multiplicity = 1
LUMO level = -1.54 eV
HOMO = -0.2766 Eh
E_tot = -3055.8997 Eh
ΔE to the lowest compared entry with this formula, charge and spin = 25.88 kcal per mole

# C20H39Br19N3O4P2

A structure of composition C20H39Br19N3O4P2 (ωB97M-V/def2-TZVPD, OMol25).

Each line ends with the Mulliken charge.
Positions of all 87 atoms, in Å:
C  -1.26  -0.96  2.82  -1.1736
C  -1.23  0.48  2.39  0.3023
C  -0.06  1.32  2.88  -1.1007
C  -2.15  1.01  1.58  -0.0107
C  -3.01  0.29  0.57  -0.4978
C  -2.91  1.03  -0.77  -1.3949
C  -1.61  0.58  -1.48  1.5478
C  -1.91  -0.60  -2.42  -1.7080
C  -0.87  1.75  -2.17  -1.1281
C  0.48  2.08  -1.52  -0.9464
P  2.05  1.28  -2.25  0.5485
N  1.23  -0.11  -2.92  -0.4573
N  1.85  2.25  -3.73  -0.3677
Br  2.35  0.00  -0.12  -0.4783
C  3.80  0.60  -2.89  -0.6245
C  4.30  -0.76  -2.45  -0.3030
O  3.74  -1.75  -2.80  -0.6062
N  5.53  -0.89  -1.75  0.1025
C  5.91  0.21  -0.88  -0.8619
C  6.59  -1.24  -2.70  -0.9381
P  3.08  3.16  -1.17  0.8049
O  2.50  3.45  0.16  -0.7387
O  4.71  3.02  -1.07  -0.3829
O  2.95  4.54  -2.06  -0.5377
H  -1.67  -1.01  3.83  0.2968
H  -1.88  -1.57  2.17  0.2125
H  -0.25  -1.37  2.84  0.2452
H  0.52  1.67  2.03  0.2242
H  -0.37  2.18  3.47  0.2758
H  0.59  0.72  3.52  0.3057
H  -2.27  2.10  1.58  0.4511
H  -2.62  -0.73  0.44  0.1175
H  -4.05  0.22  0.90  0.2501
H  -2.91  2.11  -0.59  0.5107
H  -3.78  0.76  -1.38  0.4972
H  -0.94  0.23  -0.69  -0.0866
H  -2.75  -1.20  -2.04  0.4445
H  -1.06  -1.27  -2.50  0.1944
H  -2.14  -0.25  -3.43  0.3521
H  -1.47  2.66  -2.00  0.4776
H  -0.84  1.64  -3.26  0.1131
H  0.65  3.15  -1.63  0.6835
H  0.44  1.82  -0.47  0.1082
H  1.26  -0.93  -2.33  0.3638
H  1.52  -0.34  -3.86  0.1985
H  1.24  1.79  -4.38  0.0408
H  2.73  2.47  -4.18  0.0617
H  3.63  0.46  -3.96  0.5221
H  4.58  1.35  -2.78  0.6145
H  6.24  1.11  -1.41  0.3436
H  5.09  0.45  -0.21  0.1618
H  6.76  -0.13  -0.28  0.3939
H  6.42  -0.80  -3.70  0.2956
H  6.68  -2.32  -2.81  0.2570
H  7.54  -0.85  -2.32  0.3951
H  5.07  3.85  -0.72  0.2960
H  3.72  4.66  -2.63  0.2575
C  -4.26  -4.77  1.01  -0.2647
Br  -2.64  -4.23  0.14  0.0204
Br  -4.82  -3.52  2.36  -0.0008
Br  -5.67  -5.10  -0.26  0.0273
H  -4.05  -5.70  1.51  0.1941
C  -0.33  -5.92  3.26  -0.3744
Br  -0.09  -4.05  3.56  0.1420
Br  -2.17  -6.46  3.47  -0.0118
Br  0.38  -6.41  1.55  -0.0002
H  0.23  -6.46  4.02  0.3444
C  -3.51  1.98  6.49  -0.4249
Br  -2.06  2.30  7.72  0.0028
Br  -2.87  1.54  4.73  0.1884
Br  -4.71  0.63  7.17  -0.0559
H  -4.08  2.90  6.42  0.3463
C  2.19  4.03  -7.38  -0.3738
Br  3.52  4.32  -6.03  0.0018
Br  2.98  3.31  -8.98  -0.0394
Br  0.73  2.95  -6.77  0.0282
H  1.79  5.00  -7.64  0.3736
C  0.29  2.08  11.47  -0.3252
Br  0.62  3.96  11.66  -0.0086
Br  -1.58  1.68  11.57  -0.0053
Br  1.08  1.38  9.86  -0.0028
H  0.77  1.58  12.30  0.3254
C  -8.82  -6.12  -3.16  -0.3242
Br  -7.94  -7.46  -2.10  -0.0272
Br  -8.94  -4.45  -2.22  -0.0142
Br  -7.96  -5.90  -4.87  -0.0035
H  -9.82  -6.46  -3.35  0.3372

Computed properties:
Multiplicity = 1
LUMO level = 1.15 eV
Charge = -1
HOMO = -0.1825 Eh
E_tot = -50839.7205 Eh

# C20H39Cl3GaN3O3Si

A structure of composition C20H39Cl3GaN3O3Si (ωB97M-V/def2-TZVPD, OMol25).

Each line ends with the Mulliken charge.
Positions of all 70 atoms, in Å:
C  4.02  -1.19  0.46  -1.6231
C  3.13  -0.98  1.67  0.6548
H  5.10  -1.17  0.65  0.4006
H  3.76  -0.37  -0.23  0.2320
H  3.80  -2.13  -0.07  0.2423
C  3.63  -0.57  2.87  -0.0774
C  4.98  0.02  3.04  -1.8424
H  2.96  -0.48  3.72  0.4085
H  5.31  0.57  2.14  0.3837
H  5.73  -0.75  3.26  0.4011
H  4.99  0.74  3.88  0.3922
Ga  -1.59  -0.84  -1.64  0.5664
Cl  -1.29  -2.95  -1.35  -0.2679
Cl  -2.04  1.32  -1.98  -0.3887
H  -6.16  0.59  -1.84  0.2865
H  -5.87  -1.46  -4.29  0.3232
C  -5.23  0.75  -2.40  -0.8250
C  -4.91  -0.94  -4.20  -0.9295
N  -4.66  -0.51  -2.84  0.4125
H  -4.51  1.26  -1.76  0.2725
C  -4.25  -1.40  -1.90  -0.4420
O  -4.24  -1.15  -0.69  -0.6875
H  -4.12  -1.62  -4.53  0.3094
H  -3.95  -2.39  -2.32  0.5999
H  -5.42  1.36  -3.28  0.2978
H  -4.93  -0.06  -4.86  0.3284
H  1.95  2.13  0.51  0.2285
H  2.54  2.30  3.23  0.1539
C  1.14  2.84  0.73  -0.9635
C  1.81  3.12  3.10  -0.8305
N  0.78  2.74  2.13  0.3057
H  0.27  2.59  0.12  0.2179
C  -0.52  2.61  2.51  0.1051
O  -1.43  2.20  1.75  -0.6895
H  1.34  3.34  4.06  0.3280
H  -0.70  2.90  3.57  0.3134
H  1.50  3.86  0.52  0.3603
H  2.35  4.00  2.73  0.3350
O  1.65  -0.06  0.88  -0.3197
C  1.66  -1.26  1.49  0.0841
C  0.48  -0.31  3.46  0.1489
C  0.80  -1.44  2.71  -0.4520
H  0.79  0.66  3.07  0.6441
C  -0.20  -0.43  4.67  -0.7322
H  1.56  -2.13  0.81  0.3953
C  0.37  -2.72  3.10  -0.4167
H  -0.41  0.48  5.23  0.3923
C  -0.55  -1.70  5.12  -0.5319
C  -0.28  -2.84  4.34  -0.6768
H  0.57  -3.56  2.44  0.4233
H  -1.01  -1.81  6.09  0.3832
H  -0.56  -3.84  4.69  0.3809
Si  0.53  0.19  -3.63  0.2645
Cl  0.65  -0.52  -1.53  0.3145
C  0.34  1.99  -3.88  -1.0752
C  -0.89  -0.95  -4.21  -0.8738
C  2.06  -0.30  -4.60  -1.1268
H  0.48  2.61  -2.99  0.3146
H  -0.63  2.23  -4.33  0.4012
H  1.12  2.27  -4.60  0.3852
H  2.80  0.51  -4.52  0.3196
H  1.72  -0.39  -5.65  0.3364
H  2.50  -1.24  -4.26  0.2973
H  -1.84  -1.10  -3.59  0.1296
H  -0.49  -1.98  -4.35  0.3397
H  -1.25  -0.52  -5.16  0.3937
N  -1.75  -0.54  0.45  -0.0390
H  -2.76  -0.78  0.54  0.4437
H  -1.54  0.42  0.81  0.1169
H  -1.17  -1.22  0.93  0.0425

Computed properties:
Multiplicity = 1
LUMO level = -1.07 eV
HOMO = -0.1908 Eh
E_tot = -4770.3382 Eh
ΔE to the lowest compared entry with this formula, charge and spin = 133.96 kcal per mole

Question: Which of these has the lowest LUMO level?
Answer: C20H39AuF6N2Si4Te